# 1
Molecular formula: C30H80B3F12N5O10
Method: DFT, ωB97M-V/def2-TZVPD

Structure (XYZ):
```
140
Properties=species:S:1:pos:R:3
C 25.65921 13.66509 -22.16433
O 26.94816 13.80660 -21.61062
C 27.94902 13.23793 -22.42472
C 29.18808 12.92903 -21.60568
N 29.80216 14.16742 -20.98003
H 30.68259 13.81274 -20.60116
H 30.08024 14.82954 -21.71034
C 29.04252 14.89967 -19.91048
C 29.90944 16.00629 -19.33414
O 30.09288 16.95321 -20.32983
C 30.79780 18.11975 -19.92826
H 25.23228 12.65543 -22.15097
H 25.61555 13.79758 -23.25729
H 25.01339 14.43865 -21.76050
H 28.09712 13.88321 -23.29735
H 27.61087 12.26375 -22.80038
H 29.95548 12.41754 -22.18126
H 28.84333 12.25853 -20.81885
H 28.93102 14.18444 -19.09463
H 28.08915 15.28260 -20.25023
H 30.88288 15.67467 -18.93799
H 29.37912 16.37898 -18.44410
H 30.91560 18.84466 -20.72736
H 31.76965 17.83260 -19.51911
H 30.19703 18.62155 -19.16141
C 14.03413 12.90891 -16.29116
O 15.10166 12.04838 -16.66886
C 16.13514 12.11771 -15.73671
C 17.25479 11.22035 -16.23264
N 17.64335 11.75179 -17.60403
H 16.87912 11.63405 -18.28196
H 17.71608 12.77187 -17.59089
C 18.93331 11.17928 -18.14978
C 18.73685 9.93873 -18.98947
O 17.60282 9.22810 -18.56401
C 17.02903 8.38151 -19.52654
H 14.41316 13.93481 -16.36155
H 13.75002 12.81786 -15.23491
H 13.10461 12.77312 -16.83324
H 15.85697 11.77034 -14.73668
H 16.56976 13.12076 -15.62937
H 17.00116 10.17792 -16.40758
H 18.18909 11.28925 -15.68034
H 19.57975 11.10059 -17.27448
H 19.41820 11.94529 -18.75236
H 19.74304 9.50495 -19.00382
H 18.48125 10.26686 -20.00344
H 17.66858 7.55052 -19.84136
H 16.58584 8.91553 -20.36868
H 16.21477 7.85862 -19.01343
C 25.86995 11.61936 -16.99815
O 25.13671 10.52646 -17.49701
C 25.53820 10.10479 -18.79020
C 24.95815 8.72522 -19.02804
N 23.60819 8.58046 -18.38987
H 23.65528 9.02073 -17.46398
H 22.92515 9.20801 -18.83814
C 23.06366 7.21359 -18.21954
C 22.10569 7.15272 -17.03733
O 21.20364 8.23094 -17.02990
C 20.13163 8.05760 -16.14869
H 26.93835 11.40970 -16.86578
H 25.44569 11.97608 -16.06568
H 25.84532 12.41855 -17.75243
H 26.62367 10.17294 -18.89812
H 25.13621 10.75659 -19.57592
H 25.56788 7.89948 -18.67248
H 24.76244 8.60698 -20.09166
H 23.82687 6.43848 -18.17854
H 22.48325 6.88752 -19.07884
H 22.60008 6.93055 -16.08335
H 21.50545 6.24607 -17.20669
H 19.56708 7.12503 -16.23357
H 19.39884 8.84473 -16.34607
H 20.38643 8.22518 -15.09666
C 18.64474 15.31662 -23.21662
O 19.30221 15.80228 -22.06108
C 20.67704 16.03201 -22.21225
C 21.41911 14.70527 -22.07354
N 20.99877 13.90805 -20.87224
H 20.03326 13.65147 -21.13966
H 21.45808 13.00040 -20.86468
C 21.04427 14.54985 -19.54546
C 22.41567 14.91021 -18.96457
O 22.91777 15.90216 -19.84844
C 24.23328 16.34911 -19.56943
H 18.97212 14.36749 -23.65192
H 18.79930 15.99500 -24.06853
H 17.58304 15.28977 -23.00304
H 21.00906 16.74193 -21.45705
H 20.94150 16.40940 -23.20472
H 22.50314 14.78431 -22.12258
H 21.14486 14.06912 -22.91757
H 20.63374 13.80014 -18.87293
H 20.47444 15.47324 -19.58638
H 23.03282 14.00715 -19.02214
H 22.27742 15.26078 -17.94282
H 24.60402 16.95974 -20.39227
H 24.83729 15.44744 -19.43517
H 24.28020 17.02802 -18.71301
C 14.84098 6.36863 -22.33136
O 16.11462 5.94026 -21.88932
C 16.08078 4.76357 -21.16068
C 17.40425 4.45629 -20.50940
N 18.45197 4.23932 -21.57559
H 18.44322 3.29766 -21.96576
H 18.37308 4.92973 -22.33006
C 19.87117 4.28080 -21.04580
C 20.30747 5.71974 -20.80176
O 19.60035 6.53282 -21.71992
C 20.19502 7.81632 -21.86975
H 14.99281 6.92004 -23.26048
H 14.24963 6.91288 -21.59910
H 14.26480 5.52771 -22.74279
H 15.68892 3.91996 -21.75584
H 15.30974 4.70721 -20.37302
H 17.37001 3.56257 -19.89033
H 17.76516 5.26108 -19.87261
H 20.46528 3.86955 -21.86186
H 20.03914 3.63129 -20.18954
H 21.33472 5.73656 -21.18615
H 20.32270 6.07558 -19.76852
H 20.05506 8.29684 -20.89872
H 19.69282 8.37655 -22.65371
H 21.26242 7.83254 -22.10439
B 24.38060 5.78899 -21.40948
F 24.59828 5.89855 -22.77976
F 23.58590 6.86132 -20.97857
F 23.75234 4.58441 -21.07274
F 25.62991 5.86655 -20.71278
B 21.96603 10.79686 -20.48118
F 22.87358 11.65150 -21.14285
F 20.75983 10.78014 -21.11100
F 22.53646 9.48826 -20.55673
F 21.90381 11.11480 -19.10132
B 17.69700 12.74557 -20.76367
F 16.67651 13.59148 -21.17658
F 18.57077 12.37359 -21.80413
F 18.50438 13.34558 -19.77356
F 17.07046 11.62194 -20.15054
```

Computed properties:
Frontier orbital gap, eV: 9.3
Charge: +2
LUMO, eV: -4.099
Relative energy (zero: lowest compared OMol25 entry of this formula, charge and spin), kcal/mol: 47.6
Max |F|, eV/A: 2.14

Mulliken atomic charge list, values in e, 99 entries: -0.78 -0.13 -0.49 -0.83 -0.12 0.43 0.42 -0.43 -0.75 -0.30 -0.76 0.40 0.43 -0.04 0.36 0.45 0.41 0.31 0.31 0.34 0.44 0.43 0.25 0.32 0.32 -0.81 -0.25 -0.71 -0.45 0.03 0.56 0.45 -1.09 0.08 -0.47 -0.66 0.34 0.32 0.25 0.52 0.41 0.25 0.35 0.63 -0.58 -0.15 1.00 -0.03 0.29 0.47 -0.77 -0.35 -0.38 -0.61 0.75 0.57 -0.48 0.26 -1.08 -0.08 -0.50 0.34 0.31 0.18 0.53 0.02 0.61 0.17 0.48 -0.26 0.39 0.52 0.37 -0.17 0.31 -0.75 -0.30 -0.88 -0.26 1.57 -0.21 -0.34 -0.33 -0.47 -0.24 -0.76 0.27 0.39 0.25 0.37 0.50 -0.04 0.61 -0.05 0.44 0.15 0.46 0.27 0.22

# 2
Molecular formula: C4H7NO2
Method: DFT, ωB97M-V/def2-TZVPD

Structure (XYZ):
```
14
Properties=species:S:1:pos:R:3
O -0.99243 0.04480 1.28116
C -1.17528 -0.01013 -0.12382
C -0.68903 1.29714 0.26843
O 1.34148 0.18001 1.23135
C 1.80026 -0.27932 0.07836
N 1.17330 -0.76192 -0.92613
C -0.26632 -0.93814 -0.91948
H 0.28009 -0.12441 1.45690
H -2.22202 -0.09724 -0.36986
H 0.29629 1.64016 -0.09125
H -1.31359 2.06073 0.69268
H 2.89034 -0.20682 -0.01439
H -0.61055 -0.84183 -1.95605
H -0.51253 -1.96305 -0.60790
```

Computed properties:
Frontier orbital gap, eV: 10.2
Charge: 0
LUMO, eV: 0.788
Relative energy (zero: lowest compared OMol25 entry of this formula, charge and spin), kcal/mol: 84.7
Max |F|, eV/A: 2.09

Mulliken analysis output, partial charges in e: -0.48 0.04 -0.38 -0.63 0.10 -0.57 -0.47 0.47 0.46 0.18 0.29 0.38 0.36 0.25